Entry from OMol25: a 2-piece molecular cluster, C4H5NO3 overall in a non-equilibrium geometry (wB97M-V/def2-TZVPD).

The geometry in XYZ format:
```
13
Properties=species:S:1:pos:R:3:lowdin_charge:R:1
C 0.31 -2.03 -0.61 0.1459
C 1.18 -1.39 -0.06 -0.1097
C 1.71 -0.37 0.71 -0.1132
N 1.05 0.28 1.60 -0.3624
O -0.10 -0.03 1.88 0.0102
O 1.56 1.27 2.31 0.1096
H -0.16 -2.83 -1.15 0.0319
H 2.80 -0.35 0.70 0.1347
H 0.77 1.74 2.68 0.1579
C -1.77 1.30 -1.29 -0.1504
O -0.94 2.10 -0.93 -0.0153
H -2.13 1.01 -2.33 0.0877
H -2.36 0.60 -0.65 0.0731
```

Calculated values
**ΔE to the lowest compared entry with this formula, charge and spin**: 172.8 kcal/mol
**Molecular weight**: 115.09 g mol⁻¹
**Kohn-Sham gap**: 9.0729 eV
**DFT total energy**: -11854.50645 eV
**Total charge**: 0